[1]
The following is a DFT calculation (the ωB97M-V functional and the def2-TZVPD basis) of C20H25BeBrCl2F6NaO11S as an isolated structure.

XYZ file:
```
68
Properties=species:S:1:pos:R:3:mulliken_charge:R:1
O -0.96119 -0.17755 0.92715 -0.59
C -1.50210 -1.12629 0.43381 0.27
O -1.28625 -2.40400 0.72669 -0.41
C -1.68376 -3.30706 -0.33908 -0.41
C -2.18433 -2.35552 -1.43058 -0.62
C -2.54455 -1.03793 -0.68777 0.45
C -4.00195 -0.79765 -0.27702 -0.57
C -4.78234 -2.10547 -0.11432 -0.29
C -6.21551 -1.84724 0.45855 -0.19
Cl -6.21760 -1.48264 2.19153 -0.18
H -0.82452 -3.88206 -0.66741 0.34
H -2.43190 -3.98080 0.06660 0.17
H -2.90115 -2.74773 -2.14589 0.00
H -1.27100 -2.05596 -1.94945 0.47
H -2.25157 -0.29562 -1.42634 0.56
H -4.08826 -0.16731 0.60842 0.36
H -4.46280 -0.21759 -1.09888 0.13
H -4.92348 -2.57453 -1.10144 -0.42
H -4.30544 -2.81446 0.55786 0.71
H -6.77816 -2.77172 0.31898 0.05
H -6.69395 -1.06517 -0.15968 0.26
C -7.07903 -3.68702 -5.25826 0.49
F -7.79237 -2.55228 -5.33635 -0.23
F -7.91730 -4.66557 -4.89194 -0.22
F -6.62507 -3.96893 -6.47463 -0.20
S -5.68779 -3.52435 -4.06617 1.28
O -6.40912 -3.17518 -2.80066 -0.62
O -4.89622 -2.41688 -4.54395 -0.68
O -5.05590 -4.79862 -4.09741 -0.56
Be -6.16653 -1.25092 -2.03789 0.54
F 2.58984 0.26377 -2.31441 -0.27
C 2.78454 0.84290 -1.12444 0.51
C 1.82673 0.67316 -0.14236 -0.67
C 2.01953 1.26447 1.09438 -0.16
C 3.16201 2.02614 1.33560 -0.63
C 4.11188 2.19022 0.33786 -0.23
C 3.93396 1.59266 -0.90505 -0.59
H 0.94529 0.08764 -0.34868 0.39
H 1.27763 1.13270 1.87074 0.32
H 3.30693 2.48920 2.30360 0.38
H 4.99669 2.78572 0.52243 0.48
H 4.66853 1.70331 -1.70523 0.51
Cl -4.35873 -5.45700 -1.09503 -0.70
Na -6.41473 -4.69606 -0.20312 0.75
C -0.97449 0.07653 4.17112 -0.05
C -1.42944 -1.11469 4.97842 0.40
O -0.97949 -0.79106 6.28260 -0.36
C -0.95926 0.57138 6.37058 0.59
O -0.88723 1.17703 7.38541 -0.50
O -1.04433 1.13177 5.14091 -0.35
F -0.83196 -2.26056 4.57594 -0.29
H 0.05243 -0.03235 3.82212 0.16
H -1.61489 0.28213 3.31919 0.08
H -2.51120 -1.26380 4.99635 0.31
C 7.67193 4.62488 -2.57857 -0.66
O 7.45402 4.29780 -1.20340 -0.23
C 8.31918 4.84283 -0.36013 0.74
O 9.23792 5.56432 -0.63977 -0.53
O 7.98389 4.44752 0.87979 -0.26
C 8.82408 4.94181 1.90496 -0.01
H 6.89803 4.11510 -3.14871 0.20
H 7.58283 5.69875 -2.73512 0.29
H 8.64832 4.27185 -2.90583 0.31
H 8.81358 6.03094 1.93314 0.32
H 9.88026 4.57430 1.76968 -0.30
H 8.44555 4.55122 2.84652 0.21
Br 11.92087 4.26265 1.69220 -0.39
F 4.59044 2.35487 -3.50820 -0.65
```

**Total charge**: -1
**HOMO**: -5.26 eV
**Multiplicity**: 1
**Electronic energy**: -170708.90573 eV
**LUMO**: -0.159 Ha
**Kohn-Sham gap**: 0.93 eV

***

[2]
The following is a DFT calculation (the ωB97M-V functional and the def2-TZVPD basis) of C18H45BCdF4N3O4S as an isolated structure.

XYZ file:
```
77
Properties=species:S:1:pos:R:3:mulliken_charge:R:1
Cd 1.70078 -2.01158 -2.71305 0.63
S 0.88491 -4.38111 -2.82028 1.19
O 0.27270 -3.21758 -3.43398 -0.68
O -0.00683 -5.02437 -1.86159 -0.73
O 1.39102 -5.27826 -3.87012 -0.73
O 1.96622 -3.74272 -2.10796 -0.83
B -0.36083 -0.28089 -2.04700 0.36
F -1.47781 -0.36331 -2.82854 -0.30
F -0.47304 0.65953 -1.01814 -0.15
F -0.10721 -1.51172 -1.41375 0.03
F 0.75204 -0.11706 -2.81865 -0.31
C -1.85468 2.81679 2.24924 -0.85
C -0.90739 4.05164 2.30551 -0.48
N 0.52561 3.64584 2.50113 0.43
C 1.10266 2.78634 1.42672 -0.99
C 1.21111 3.47268 -0.00150 -0.82
C 1.38875 4.69861 2.92098 -0.44
C 0.99524 5.46487 4.17800 -1.50
H -1.84119 2.25275 3.18186 0.30
H -1.47059 2.23035 1.41458 -0.10
H -2.84020 3.06615 1.85597 0.44
H -1.15303 4.72959 1.48810 0.32
H -1.22361 4.59499 3.19594 0.41
H 0.67629 1.78338 1.40680 0.01
H 2.15767 2.59406 1.62189 0.49
H 1.70223 4.44411 -0.05849 0.73
H 0.24476 3.69501 -0.45411 0.09
H 1.71465 2.77783 -0.67359 -0.03
H 2.41882 4.46858 3.19329 0.31
H 1.37663 5.34025 2.03993 0.21
H 0.75717 4.88513 5.06981 0.31
H 1.80762 6.11295 4.50685 0.51
H 0.16928 6.16817 4.07193 0.36
C -2.53053 -0.98910 1.79562 -1.03
C -2.58411 -1.69215 0.40525 -0.32
N -3.95694 -2.27110 -0.00181 0.15
C -4.86249 -1.15392 -0.28454 -0.24
C -4.90509 -0.86761 -1.79129 -1.28
C -4.47117 -3.22153 1.10327 -0.65
C -5.51661 -4.21167 0.63182 -1.08
H -1.51172 -0.62040 1.91478 0.30
H -2.74822 -1.70081 2.59196 0.36
H -3.20996 -0.13735 1.82740 0.19
H -2.19785 -0.95465 -0.29831 -0.18
H -1.78947 -2.43678 0.45161 0.49
H -5.83814 -1.44449 0.10502 0.52
H -4.67456 -0.23309 0.26759 0.14
H -5.70017 -0.18164 -2.08346 0.43
H -4.05688 -0.38078 -2.27259 0.17
H -5.14430 -1.71028 -2.43997 0.30
H -4.73454 -2.63928 1.98629 0.34
H -3.52135 -3.69513 1.35154 0.41
H -5.93867 -4.56191 1.57378 0.37
H -5.19225 -5.10379 0.09607 0.29
H -6.35215 -3.74043 0.11422 0.29
C 3.89414 0.59624 -3.40883 -2.77
C 3.44031 0.48142 -2.00021 -0.70
N 3.02841 -0.84998 -1.58576 1.56
C 4.18180 -1.85348 -1.51518 0.05
C 5.56593 -1.41740 -0.90555 -2.86
C 2.49255 -0.55908 -0.24614 0.60
C 1.93626 -1.79787 0.44521 -1.83
H 4.69359 -0.13046 -3.55336 0.36
H 4.42024 1.52908 -3.61171 1.12
H 3.16870 0.33580 -4.17954 0.14
H 4.25108 0.86250 -1.37930 0.90
H 2.51118 1.05110 -1.98297 -0.23
H 3.96566 -2.75925 -0.94865 0.32
H 4.31693 -2.14125 -2.55779 0.60
H 5.50378 -1.35909 0.18112 0.28
H 6.32776 -2.17809 -1.07602 0.96
H 5.84215 -0.45785 -1.34268 0.31
H 1.74386 0.23294 -0.26279 -0.77
H 3.31375 -0.09631 0.30120 0.64
H 1.26584 -1.45380 1.23277 0.46
H 2.75429 -2.35546 0.90132 0.51
H 1.31917 -2.54281 -0.05715 0.19
```

**Total charge**: -2
**HOMO (spin up / spin down)**: 2.54 / -3.26 eV
**Multiplicity**: 2
**Electronic energy**: -59003.97879 eV
**⟨S²⟩**: 0.750
**LUMO (spin up / spin down)**: 0.159 / 0.156 Ha
**Kohn-Sham gap (spin up / spin down)**: 1.78 / 7.50 eV

***

[3]
The following is a DFT calculation (the ωB97M-V functional and the def2-TZVPD basis) of C3H4Cl3OP as an isolated structure.

XYZ file:
```
12
Properties=species:S:1:pos:R:3:mulliken_charge:R:1
C 2.01299 -0.39868 0.17053 -0.25
C -0.51263 0.79833 -0.15652 -0.49
C 4.19369 -0.12686 0.03990 0.24
O -1.09879 -0.48120 -0.16268 -0.50
P 1.31984 1.06552 0.02766 0.02
Cl 5.01131 -0.35369 1.51404 -0.12
Cl 4.14259 1.57578 -0.49551 -0.18
Cl 4.87589 -1.20123 -1.06085 -0.12
H 1.97519 -1.39029 -0.07278 0.44
H -0.80243 1.10498 -1.12481 0.32
H -1.09074 1.48204 0.52321 0.30
H -0.92454 -0.75741 -1.06110 0.33
```

**Total charge**: 0
**HOMO**: -9.18 eV
**Multiplicity**: 1
**Electronic energy**: -52074.63322 eV
**ΔE to the lowest compared entry with this formula, charge and spin**: 538.40 kJ/mol
**LUMO**: -0.006 Ha
**Kohn-Sham gap**: 9.02 eV

***

[4]
The following is a DFT calculation (the ωB97M-V functional and the def2-TZVPD basis) of C10H25ClSb as an isolated structure.

XYZ file:
```
37
Properties=species:S:1:pos:R:3:mulliken_charge:R:1
C 0.56938 1.98552 -4.35382 -1.00
C -0.78952 1.80094 -3.58923 -0.62
C -0.60727 1.39606 -2.07259 -0.21
C -1.03762 2.57053 -1.11632 -0.78
C -0.82055 2.11989 0.37197 -0.59
C -1.97391 1.21720 0.91469 -0.88
C -1.75900 -0.31692 0.71688 -0.48
C -1.10806 -1.04900 1.95321 -0.80
C 0.15186 -1.86844 1.46256 -0.43
C 1.01837 -2.20928 2.72549 -1.14
Sb 3.01766 -3.03935 2.26300 0.12
Cl 5.28298 -3.94526 1.80165 -0.56
H 0.78251 3.06647 -4.42633 0.24
H 1.37712 1.52841 -3.75441 0.31
H 0.47397 1.51163 -5.34306 0.30
H -1.33302 0.96717 -4.07911 0.36
H -1.45622 2.67985 -3.62736 0.37
H -1.35820 0.60297 -1.89596 0.04
H 0.41831 1.06896 -1.83988 0.34
H -0.46626 3.48801 -1.34640 0.33
H -2.10778 2.74691 -1.33475 0.34
H -0.85359 3.06075 0.96168 0.31
H 0.13151 1.57802 0.49725 0.32
H -2.22294 1.42510 1.97458 0.45
H -2.89647 1.48351 0.34827 0.36
H -1.14976 -0.57454 -0.16665 0.21
H -2.76383 -0.75221 0.52102 0.37
H -0.85437 -0.37432 2.78494 0.47
H -1.83723 -1.82162 2.27087 0.25
H -0.16978 -2.78649 0.93193 0.25
H 0.73390 -1.24689 0.74869 0.33
H 1.11525 -1.26283 3.30228 0.34
H 0.44118 -2.92923 3.35103 0.32
H 2.79392 -2.64879 0.56366 -0.05
H 2.35506 -4.63506 1.99625 -0.05
H 3.20493 -3.41596 3.97051 -0.06
H 3.69749 -1.42171 2.51342 -0.06
```

**Total charge**: -1
**HOMO**: -3.93 eV
**Multiplicity**: 1
**Electronic energy**: -29833.20801 eV
**LUMO**: 0.105 Ha
**Kohn-Sham gap**: 6.78 eV

***

[5]
The following is a DFT calculation (the ωB97M-V functional and the def2-TZVPD basis) of C52H83AsCl3N6PRbSbSi3 as an isolated structure.

XYZ file:
```
151
Properties=species:S:1:pos:R:3:mulliken_charge:R:1
Rb 0.08797 0.07051 0.41992 1.83
N -2.87911 -1.30697 0.44400 1.17
C -3.62513 -2.00807 -0.49887 -0.41
C -4.82456 -2.62183 -0.13262 -0.88
C -5.55839 -3.34061 -1.05568 -0.89
C -5.11745 -3.45157 -2.36949 -0.93
C -3.92269 -2.86935 -2.74287 0.58
C -3.15580 -2.16887 -1.81034 -0.37
P -1.53165 -1.46698 -2.28535 2.66
C -0.72377 -2.99113 -2.93654 0.51
C -1.19414 -4.27996 -2.67873 -1.03
C -0.50696 -5.39351 -3.14743 -0.36
C 0.65592 -5.23592 -3.88899 -1.00
C 1.15642 -3.96250 -4.10212 -1.09
C 0.49189 -2.85484 -3.60570 -0.22
C -2.06285 -0.54310 -3.78664 0.34
C -1.28734 -0.38657 -4.93006 -0.32
C -1.67881 0.48777 -5.92921 -0.81
C -2.84424 1.22352 -5.80090 -0.78
C -3.63848 1.05416 -4.68018 -0.74
C -3.24667 0.18787 -3.67838 -0.73
H -3.42727 -0.93544 1.21138 -0.03
H -2.26581 -0.60007 0.05228 -1.30
H -5.18041 -2.52334 0.88350 0.61
H -6.48702 -3.80401 -0.75723 0.46
H -5.70409 -3.98815 -3.09784 0.51
H -3.57296 -2.94786 -3.76544 0.50
H -2.13027 -4.41886 -2.15384 0.37
H -0.92418 -6.38267 -3.01025 0.57
H 1.17113 -6.09192 -4.29611 0.45
H 2.05459 -3.83339 -4.68286 0.64
H 0.91767 -1.86685 -3.72228 0.06
H -0.39164 -0.96986 -5.07044 0.36
H -1.06739 0.59605 -6.81139 0.50
H -3.14159 1.91902 -6.56877 0.45
H -4.57030 1.59512 -4.59822 0.44
H -3.88493 0.05449 -2.81665 0.57
C 3.18016 4.05747 -0.03537 -1.17
C 2.66097 4.97963 -0.92830 -1.38
C 1.37791 4.79368 -1.40810 -0.78
C 0.62969 3.70467 -0.95725 0.45
N 1.15444 2.79460 -0.13213 2.46
C 2.38921 2.97296 0.30389 -0.36
C -0.78555 3.51929 -1.32975 -0.28
C -1.51050 4.51741 -1.98682 -0.66
C -2.84248 4.29821 -2.28181 -1.57
C -3.41915 3.09541 -1.91414 -0.86
C -2.62575 2.17427 -1.25081 -0.17
N -1.35044 2.36456 -0.96641 1.77
H 4.16748 4.17197 0.37475 0.66
H 3.23991 5.83147 -1.24733 0.50
H 0.97222 5.48891 -2.12344 0.52
H 2.76144 2.20490 0.97037 -0.37
H -1.06141 5.45572 -2.26396 0.51
H -3.42300 5.05359 -2.78715 0.48
H -4.45193 2.88294 -2.13956 0.73
H -3.03222 1.21835 -0.94245 0.01
C -0.64939 -0.55144 5.44170 -0.61
Si -2.08912 0.58534 4.88188 0.17
C -3.41311 -0.63429 4.20010 -0.57
C -2.78103 1.44764 6.43887 -0.99
As -1.37465 1.84895 2.98725 0.02
Si 0.16542 3.38056 3.94049 0.04
C 0.52077 4.84379 2.76145 -0.84
C -0.27832 4.11221 5.64691 -1.05
C 1.82934 2.44885 4.16528 0.26
Si -3.24826 3.29447 2.73960 0.12
C -2.76005 4.66154 1.49247 -0.61
C -4.02836 4.15137 4.26062 -1.10
C -4.65290 2.27248 1.91667 -0.98
H -0.94939 -1.21147 6.24886 0.54
H 0.18532 0.03931 5.80252 0.02
H -0.29239 -1.16724 4.61928 -0.09
H -3.87504 -1.21576 4.99104 0.52
H -2.96561 -1.33248 3.49372 -0.21
H -4.20789 -0.09706 3.69129 0.14
H -3.08021 0.72090 7.18903 0.40
H -3.64923 2.05489 6.20818 0.27
H -2.03804 2.09496 6.89295 0.29
H -0.22094 5.62734 2.86693 0.44
H 0.51917 4.52668 1.72356 -0.07
H 1.48966 5.28723 2.97012 0.49
H -1.28506 4.51607 5.65691 0.25
H 0.39663 4.92111 5.90785 0.39
H -0.20946 3.36411 6.42969 0.31
H 2.22633 2.10358 3.21376 -0.48
H 1.70743 1.58370 4.81096 -0.28
H 2.57737 3.09092 4.62042 0.52
H -2.44097 5.56495 2.00126 0.50
H -3.58884 4.93043 0.84478 0.50
H -1.93868 4.32858 0.86428 -0.37
H -3.28071 4.56352 4.93090 0.23
H -4.64510 3.46389 4.83013 0.35
H -4.66627 4.97214 3.94571 0.38
H -4.26903 1.69392 1.07914 -0.06
H -5.43859 2.91865 1.53827 0.49
H -5.11606 1.58512 2.61884 0.46
N 0.18741 -5.77249 -0.11820 0.41
C 1.47385 -5.14750 0.28528 -1.13
C 1.28188 -3.62420 0.32758 0.92
N 0.20782 -3.22441 1.20549 0.04
C -1.02966 -3.89459 0.88026 -0.24
C -0.88482 -5.42388 0.85222 -1.04
H 0.29460 -6.79069 -0.18031 0.40
H -0.08698 -5.41752 -1.07091 -0.44
H 2.25061 -5.42448 -0.42796 0.50
H 1.74856 -5.52340 1.27486 0.38
H 1.06249 -3.25939 -0.68246 -0.70
H 2.20900 -3.15662 0.65944 0.02
H 0.45857 -3.38882 2.17553 0.39
H -1.35654 -3.54804 -0.10310 -0.13
H -1.79258 -3.60846 1.60397 0.40
H -1.81770 -5.89805 0.54603 0.48
H -0.60113 -5.80258 1.83806 0.44
Cl 2.97687 -0.51820 6.29782 -0.05
C 3.57644 -0.85147 4.65129 0.85
Cl 4.76963 0.37453 4.15124 -0.05
Cl 4.30756 -2.48607 4.59336 -0.09
C 2.49518 -0.84913 3.70539 -0.89
N 1.65488 -0.88016 2.93143 0.08
C 4.20236 -3.42104 -2.45845 -1.00
C 4.26260 -2.00846 -3.02325 0.57
C 5.69312 -1.65575 -3.38999 -1.72
Sb 3.17654 -0.63050 -1.62719 -0.28
C 4.67331 -0.17455 -0.04534 0.78
C 6.08865 0.11853 -0.49660 -1.55
C 4.65153 -1.33553 0.93399 -0.60
C 3.03281 1.24668 -2.80706 1.94
C 4.20116 1.58000 -3.71112 -1.80
C 1.75224 1.17849 -3.62210 -1.60
H 4.63070 -4.12310 -3.17363 0.50
H 3.17205 -3.72131 -2.26050 -0.20
H 4.77490 -3.49648 -1.53439 0.35
H 3.63825 -1.97481 -3.92305 0.39
H 6.37713 -1.94502 -2.59644 0.36
H 5.82130 -0.59618 -3.58958 0.34
H 5.98362 -2.20280 -4.28670 0.46
H 4.26680 0.71205 0.44872 0.05
H 6.59699 -0.79811 -0.78246 0.28
H 6.65327 0.56586 0.32268 0.44
H 6.10921 0.81349 -1.33337 0.29
H 4.95846 -2.25594 0.44039 0.08
H 3.65374 -1.47410 1.35234 -0.40
H 5.34386 -1.15808 1.75442 0.48
H 2.93332 2.02334 -2.04616 -1.11
H 4.29670 0.84386 -4.50732 0.40
H 5.13525 1.64113 -3.15688 0.34
H 4.03479 2.55158 -4.17753 0.46
H 1.83799 0.40902 -4.38819 0.48
H 1.57416 2.12566 -4.13115 0.63
H 0.88180 0.96400 -2.99798 0.09
```

**Total charge**: +2
**HOMO**: -12.17 eV
**Multiplicity**: 1
**Electronic energy**: -202723.79884 eV
**ΔE to the lowest compared entry with this formula, charge and spin**: 71.15 kJ/mol
**LUMO**: -0.154 Ha
**Kohn-Sham gap**: 7.97 eV